[1]
This record from the OMol25 dataset describes 2 unconnected molecules or ions with the total composition C9H13NOS at a distorted geometry. The level of theory is the ωB97M-V functional and the def2-TZVPD basis.

Element x y z (Å)
C (1.4874, -2.9987, 0.4122)
C (1.4477, -2.6959, 1.7983)
C (0.5523, -2.2314, -0.1936)
C (0.5243, -1.7121, 2.0123)
C (0.4876, 1.1270, -1.8091)
C (1.5757, 1.0121, -0.6839)
C (0.0766, 1.1645, -0.3878)
C (-2.3844, 2.2080, -0.3677)
C (-0.9755, -0.4374, 0.5026)
N (-0.0259, -1.4105, 0.7652)
O (-0.5064, 3.7970, -0.1062)
S (-0.8309, 2.4950, 0.4826)
H (2.0630, -3.7276, -0.0331)
H (2.2696, -3.0391, 2.4281)
H (0.3429, -2.0518, -1.2797)
H (0.1179, -1.2556, 2.9544)
H (0.2606, 2.0987, -2.4223)
H (0.5445, 0.1775, -2.3083)
H (1.8852, -0.0365, -0.5198)
H (2.3794, 1.7382, -0.4801)
H (-2.7650, 1.1719, -0.3717)
H (-2.1359, 2.4710, -1.3676)
H (-3.2472, 3.0156, -0.0923)
H (-1.6170, -0.7926, -0.3793)
H (-1.5263, -0.0874, 1.4466)

## Properties
E_tot, hartree: -878.7346
Kohn-Sham gap, eV: 9.2
Strongest force on any atom, eV/Å: 3.12
HOMO energy, eV: -8.5

[2]
This record from the OMol25 dataset describes a single C9H13O3 molecule at a distorted geometry. The level of theory is the ωB97M-V functional and the def2-TZVPD basis.

Element x y z (Å)
C (2.4166, 0.1997, 0.7956)
C (1.1054, 0.3300, 0.0331)
C (0.4999, 1.7189, -0.1772)
C (-0.1587, 1.6395, -1.3794)
C (-0.0522, 0.2384, -1.8002)
C (-1.2270, -0.5565, -0.6314)
C (-0.1078, -0.6382, 0.6444)
C (0.3028, -2.0823, 0.7970)
O (-0.6741, -0.2515, 1.8383)
C (-2.3467, 0.4162, -0.2565)
O (-1.4487, -1.5978, -1.2577)
O (1.1809, -0.1869, -1.2083)
H (2.2941, -0.4460, 1.6673)
H (3.2218, -0.2020, 0.1841)
H (2.7450, 1.1827, 1.1443)
H (0.7603, 2.5816, 0.4327)
H (-0.7524, 2.4128, -1.8722)
H (-0.2037, -0.1128, -2.8143)
H (0.8462, -2.4068, -0.0892)
H (0.8969, -2.2305, 1.7034)
H (-0.6166, -2.6691, 0.8782)
H (-0.8270, 0.7095, 1.8652)
H (-1.9327, 1.3545, 0.1293)
H (-2.9492, 0.6387, -1.1408)
H (-2.9729, -0.0420, 0.5140)

## Properties
E_tot, hartree: -576.3259
Kohn-Sham gap (alpha / beta), eV: 8.6 / 7.4
Strongest force on any atom, eV/Å: 3.57
Multiplicity: 2
HOMO energy (alpha / beta), eV: -8.0 / -8.6

[3]
This record from the OMol25 dataset describes 2 unconnected molecules or ions with the total composition C9H13O3PS at a distorted geometry. The level of theory is the ωB97M-V functional and the def2-TZVPD basis.

Element x y z (Å)
C (2.3978, -1.5155, -0.4402)
C (1.4563, -1.5261, -1.4283)
C (2.1600, -0.9487, 0.7625)
C (0.1703, -1.0360, -1.1542)
C (0.8825, -0.4589, 1.0568)
C (-0.0282, -0.4977, 0.0579)
C (-0.9605, -1.7181, -3.1874)
C (1.5952, 0.7962, 2.9859)
C (-1.5339, 2.9705, 0.1647)
O (-0.8977, -0.9472, -2.0091)
O (0.5539, 0.2146, 2.2018)
O (-2.2916, 2.1192, -0.6361)
P (-2.5629, 0.6167, -0.4788)
S (-3.2814, 0.5967, 1.5203)
H (3.3916, -2.0541, -0.7119)
H (1.5663, -2.1253, -2.3915)
H (2.9071, -0.8715, 1.6156)
H (-1.6197, -1.1716, -3.8537)
H (-1.3091, -2.7583, -3.0408)
H (0.0559, -1.6333, -3.4640)
H (2.0083, 1.6876, 2.4333)
H (2.2141, 0.0871, 3.5461)
H (0.9533, 1.1607, 3.8704)
H (-1.0358, 3.6634, -0.3920)
H (-0.7497, 2.4448, 0.7007)
H (-2.1272, 3.4055, 0.9238)
H (-3.9150, -0.5006, 1.3483)

## Properties
E_tot, hartree: -1315.8344
Kohn-Sham gap (alpha / beta), eV: 7.6 / 7.6
Strongest force on any atom, eV/Å: 4.45
HOMO energy (alpha / beta), eV: -7.6 / -7.6

[4]
This record from the OMol25 dataset describes 2 unconnected molecules or ions with the total composition C9H14 at a distorted geometry. The level of theory is the ωB97M-V functional and the def2-TZVPD basis.

Element x y z (Å)
C (-2.0996, 2.8444, -0.3989)
C (-3.1819, 2.2270, 0.5285)
H (-1.2710, 2.1407, -0.3467)
H (-2.4134, 2.9286, -1.4364)
H (-1.6477, 3.7375, 0.0323)
H (-2.8591, 1.2125, 0.7126)
H (-3.2429, 2.8126, 1.4477)
H (-4.1739, 2.2779, 0.0786)
C (2.2639, -2.5274, -1.6891)
C (1.1964, -1.4234, 1.7321)
C (0.6041, -0.1690, 1.5106)
C (1.5364, -2.3572, 0.6911)
C (1.4658, -1.7982, -0.6159)
C (0.5175, 0.3252, 0.1843)
C (1.0183, -0.5284, -0.8263)
H (1.3415, -1.6990, 2.7696)
H (0.3427, 0.3192, 2.4396)
H (1.9991, -3.3063, 0.9117)
H (0.2844, 1.3486, -0.0289)
H (3.3209, -2.4615, -1.4396)
H (2.1370, -2.1898, -2.7242)
H (0.9684, -0.1465, -1.8491)
H (1.8928, -3.5672, -1.6835)

## Properties
E_tot, hartree: -351.2554
Kohn-Sham gap (alpha / beta), eV: 3.0 / 7.2
Strongest force on any atom, eV/Å: 2.45
Multiplicity: 2
Net charge: -1
HOMO energy (alpha / beta), eV: 0.8 / -3.4

Asked for relative energy (zero: lowest compared OMol25 entry of this formula, charge and spin) across the records above, the calculation gives 462.22, 83.80, 327.88, 62.82 kJ/mol in order.